#w
This record from the Open Molecules 2025 dataset describes a 2-piece molecular cluster, C4H10NO3 overall. The level of theory is ωB97M-V/def2-TZVPD.

Atoms and positions in Å:
C (-0.64, 1.60, 1.15)
N (-0.22, 0.21, 1.54)
C (-1.36, -0.31, 2.33)
C (0.19, -0.68, 0.46)
C (1.22, -0.02, -0.50)
O (2.39, -0.02, -0.18)
O (0.66, 0.43, -1.51)
H (-1.62, 1.66, 0.65)
H (-0.24, 2.01, 0.19)
H (-0.56, 2.33, 1.98)
H (-2.07, -0.75, 1.60)
H (-1.75, 0.29, 3.15)
H (-0.94, -1.19, 2.85)
H (0.55, -1.68, 0.83)
H (-0.66, -1.04, -0.20)
H (-0.61, -1.45, -3.31)
H (-0.77, -0.43, -2.34)
O (-1.32, -1.00, -2.91)

Values from the calculation:
HOMO, eV: -4.409
HOMO-LUMO gap, eV: 8.25
Total charge: -1

---

#x
This record from the Open Molecules 2025 dataset describes a 2-piece molecular cluster, C4H10NO3 overall. The level of theory is ωB97M-V/def2-TZVPD.

Atoms and positions in Å:
C (1.23, 2.40, 0.13)
C (0.22, 1.22, 0.40)
C (0.88, -0.20, 0.56)
C (-0.03, -1.40, 0.54)
O (-1.18, -1.38, 0.14)
O (0.66, -2.42, 0.81)
N (-0.93, 1.25, -0.54)
H (0.77, 3.07, -0.65)
H (2.14, 1.93, -0.24)
H (1.40, 3.05, 1.15)
H (-0.29, 1.58, 1.43)
H (1.40, -0.39, -0.45)
H (1.68, -0.16, 1.17)
H (-0.68, 1.45, -1.41)
H (-1.52, 0.50, -0.51)
H (-1.71, -4.26, -1.01)
H (-1.82, -2.74, -0.53)
O (-2.23, -3.51, -0.97)

Values from the calculation:
HOMO, eV: -4.352
HOMO-LUMO gap, eV: 8.17
Total charge: -1

---

Result of the stability comparison: #x is the most stable of them.

---

#w
This record from the Open Molecules 2025 dataset describes a 4-piece molecular cluster, C4H14O3 overall. The level of theory is ωB97M-V/def2-TZVPD.

Atoms and positions in Å:
C (-1.61, -0.77, 0.06)
C (-2.83, -0.58, -0.43)
C (-3.15, -1.09, -1.79)
C (-1.24, -0.86, 1.53)
H (-0.84, -1.26, -0.53)
H (-3.56, -0.02, 0.15)
H (-3.14, -0.35, -2.60)
H (-2.49, -1.92, -2.05)
H (-4.18, -1.49, -1.74)
H (-0.24, -1.19, 1.79)
H (-1.74, -1.86, 1.74)
H (-1.61, -0.07, 2.16)
H (4.71, 4.02, -0.81)
H (4.23, 3.84, 0.62)
O (4.17, 3.46, -0.25)
H (0.84, -2.48, 0.92)
H (2.21, -1.87, 1.03)
O (1.69, -2.61, 1.35)
H (1.73, 2.25, -0.06)
H (0.65, 2.18, -1.10)
O (1.19, 1.61, -0.56)

Values from the calculation:
HOMO, eV: -8.785
SMILES string: C/C=C/C.O.O.O
HOMO-LUMO gap, eV: 9.36

---

#x
This record from the Open Molecules 2025 dataset describes a 4-piece molecular cluster, C4H14O3 overall. The level of theory is ωB97M-V/def2-TZVPD.

Atoms and positions in Å:
C (-0.56, 0.81, -1.13)
C (0.55, 0.14, -1.48)
C (1.04, -1.17, -0.93)
C (-1.05, 1.97, -1.93)
H (-0.96, 0.58, -0.15)
H (1.11, 0.50, -2.33)
H (1.55, -1.16, 0.03)
H (1.72, -1.59, -1.68)
H (0.27, -1.94, -0.88)
H (-0.29, 2.55, -2.44)
H (-1.77, 1.67, -2.69)
H (-1.56, 2.68, -1.28)
H (0.26, -1.19, 3.83)
H (0.31, -0.18, 2.61)
O (0.45, -1.09, 2.90)
H (1.59, 0.66, 1.85)
H (1.07, 1.33, 0.59)
O (1.14, 1.45, 1.55)
H (-1.01, -1.62, 1.48)
H (-2.21, -2.53, 1.26)
O (-1.67, -1.86, 0.83)

Values from the calculation:
HOMO, eV: -9.160
SMILES string: C/C=C/C.O.O.O
HOMO-LUMO gap, eV: 9.73

---

Result of the stability comparison: #x is the most stable of them.

---

#w
This record from the Open Molecules 2025 dataset describes a 4-piece molecular cluster, C4H14O3 overall. The level of theory is ωB97M-V/def2-TZVPD.

Atoms and positions in Å:
C (-0.30, 2.05, 0.78)
C (-0.44, 0.66, 0.26)
C (-1.73, 0.42, -0.53)
C (-2.32, -0.75, -0.75)
H (-0.06, 2.82, -0.02)
H (-1.13, 2.52, 1.38)
H (0.56, 2.05, 1.51)
H (-0.30, -0.07, 0.97)
H (0.25, 0.50, -0.53)
H (-1.96, 1.25, -1.17)
H (-3.04, -0.91, -1.51)
H (-2.23, -1.49, -0.04)
H (0.41, -2.47, 0.22)
H (0.07, -2.16, 1.44)
O (0.02, -3.02, 0.92)
H (2.83, 1.47, -2.29)
H (1.85, 1.29, -3.42)
O (1.93, 1.52, -2.53)
H (1.28, -0.82, 2.61)
H (1.94, 0.11, 1.63)
O (1.58, -0.80, 1.70)

Values from the calculation:
HOMO, eV: -9.304
SMILES string: C=CCC.O.O.O
HOMO-LUMO gap, eV: 9.71

---

#x
This record from the Open Molecules 2025 dataset describes a 4-piece molecular cluster, C4H14O3 overall. The level of theory is ωB97M-V/def2-TZVPD.

Atoms and positions in Å:
C (-0.54, 0.70, -1.67)
C (-1.53, 0.58, -0.55)
C (-2.56, -0.26, -0.66)
C (-1.34, 1.49, 0.64)
H (-0.78, 1.54, -2.32)
H (-0.54, -0.19, -2.30)
H (0.48, 0.82, -1.31)
H (-3.31, -0.33, 0.13)
H (-2.70, -0.82, -1.57)
H (-2.21, 2.15, 0.73)
H (-0.46, 2.10, 0.48)
H (-1.32, 0.91, 1.56)
H (0.41, -2.37, 0.34)
H (-0.81, -1.43, 0.52)
O (-0.05, -1.81, 0.98)
H (1.29, -0.28, 1.37)
H (1.91, 0.62, 2.44)
O (1.69, 0.60, 1.51)
H (2.89, -0.47, 0.09)
H (2.44, -0.83, -1.37)
O (3.16, -0.87, -0.74)

Values from the calculation:
HOMO, eV: -9.682
SMILES string: C=C(C)C.O.O.O
HOMO-LUMO gap, eV: 10.25

---

Result of the stability comparison: #x is the most stable of them.

---

#w
This record from the Open Molecules 2025 dataset describes a 3-piece molecular cluster, C4H14O3 overall. The level of theory is ωB97M-V/def2-TZVPD.

Atoms and positions in Å:
O (11.75, -21.46, 6.49)
H (12.66, -21.74, 6.51)
H (11.31, -22.12, 5.95)
C (10.30, -19.99, 8.97)
C (9.14, -19.31, 8.29)
O (9.06, -19.92, 7.02)
H (10.04, -21.04, 8.85)
H (10.30, -19.84, 10.05)
H (11.32, -19.83, 8.63)
H (9.42, -18.28, 8.06)
H (8.20, -19.48, 8.82)
H (9.92, -20.34, 6.93)
C (9.21, -22.09, 4.16)
C (10.40, -22.78, 3.51)
O (11.20, -23.46, 4.48)
H (9.61, -21.33, 4.83)
H (8.63, -22.82, 4.71)
H (8.51, -21.61, 3.47)
H (11.02, -22.04, 3.00)
H (10.07, -23.52, 2.78)
H (11.64, -24.06, 3.88)

Values from the calculation:
HOMO, eV: -9.719
SMILES string: CCO.CCO.O
HOMO-LUMO gap, eV: 10.40

---

#x
This record from the Open Molecules 2025 dataset describes a 4-piece molecular cluster, C4H14O3 overall. The level of theory is ωB97M-V/def2-TZVPD.

Atoms and positions in Å:
C (2.35, 0.29, 0.08)
C (1.70, -0.82, -0.70)
C (0.41, -0.91, -1.06)
C (2.64, -1.93, -1.14)
H (1.59, 0.67, 0.77)
H (3.32, -0.13, 0.31)
H (2.62, 1.23, -0.43)
H (0.05, -1.82, -1.51)
H (-0.18, -0.01, -1.14)
H (2.12, -2.79, -1.59)
H (3.30, -1.63, -1.97)
H (3.32, -2.18, -0.30)
H (-3.01, -1.86, 1.16)
H (-1.48, -2.00, 1.00)
O (-2.19, -1.37, 1.16)
H (-1.06, 0.51, 1.14)
H (-0.83, 1.80, 1.73)
O (-0.40, 1.21, 1.11)
H (-4.51, 3.60, -0.15)
H (-4.57, 4.26, 1.07)
O (-5.21, 3.88, 0.46)

Values from the calculation:
HOMO, eV: -8.811
SMILES string: C=C(C)C.O.O.O
HOMO-LUMO gap, eV: 9.24

---

Result of the stability comparison: #w is the most stable of them.

---

#w
This record from the Open Molecules 2025 dataset describes one molecule with the formula C4H10O. The level of theory is ωB97M-V/def2-TZVPD.

Atoms and positions in Å:
C (-2.51, -0.20, -0.16)
C (-1.20, 0.54, 0.16)
C (0.05, -0.39, 0.24)
C (2.45, -0.13, -0.06)
H (-2.32, -0.91, -0.99)
H (-2.74, -0.90, 0.67)
H (-3.39, 0.29, -0.29)
H (-0.82, 1.18, -0.67)
H (-1.22, 1.26, 0.98)
H (0.28, -0.73, 1.25)
H (-0.26, -1.27, -0.46)
H (2.69, -0.49, 1.09)
H (3.20, 0.65, -0.30)
H (2.55, -0.94, -0.81)
O (1.15, 0.37, -0.18)

Values from the calculation:
HOMO, eV: -9.764
SMILES string: CCCOC
HOMO-LUMO gap, eV: 10.93

---

#x
This record from the Open Molecules 2025 dataset describes a 2-piece molecular cluster, C4H10O overall. The level of theory is ωB97M-V/def2-TZVPD.

Atoms and positions in Å:
C (-3.34, 1.56, 2.07)
C (-2.14, 1.01, 1.43)
H (-3.61, 2.66, 1.90)
H (-3.45, 1.51, 3.20)
H (-4.20, 0.83, 1.93)
H (-1.99, -0.01, 1.37)
H (-2.18, 1.27, 0.42)
H (-1.38, 1.10, 2.21)
C (4.13, -1.44, -2.27)
C (2.90, -1.81, -1.94)
O (1.97, -0.93, -2.28)
H (5.01, -1.95, -2.40)
H (4.20, -0.50, -2.86)
H (2.75, -2.61, -1.22)
H (1.31, -0.71, -1.55)

Values from the calculation:
HOMO, eV: -9.093
SMILES string: C=CO.CC
HOMO-LUMO gap, eV: 9.62

---

Result of the stability comparison: #w is the most stable of them.

---

#w
This record from the Open Molecules 2025 dataset describes a 2-piece molecular cluster, C4H10O overall. The level of theory is ωB97M-V/def2-TZVPD.

Atoms and positions in Å:
O (-3.71, -0.10, 2.93)
C (-2.75, -0.89, 2.98)
H (-2.74, -1.85, 2.39)
H (-2.35, -1.15, 4.05)
C (2.52, 1.32, -2.47)
C (2.45, -0.02, -1.82)
C (1.05, -0.33, -1.24)
H (1.89, 1.96, -1.77)
H (3.55, 1.69, -2.53)
H (2.05, 1.44, -3.46)
H (2.65, -0.90, -2.60)
H (3.02, 0.07, -0.86)
H (1.00, -1.27, -0.83)
H (0.27, -0.20, -2.01)
H (0.68, 0.48, -0.58)

Values from the calculation:
HOMO, eV: -10.265
SMILES string: C=O.CCC
HOMO-LUMO gap, eV: 10.24

---

#x
This record from the Open Molecules 2025 dataset describes one molecule with the formula C4H10O. The level of theory is ωB97M-V/def2-TZVPD.

Atoms and positions in Å:
C (0.26, 1.38, 1.04)
C (-0.03, 0.00, 0.34)
C (1.27, -0.58, -0.23)
C (-1.15, -0.33, -1.08)
O (-0.67, -0.84, 1.26)
H (1.03, 1.98, 0.52)
H (-0.64, 1.98, 1.14)
H (0.66, 1.28, 2.07)
H (2.19, -0.02, -0.03)
H (1.40, -1.63, 0.05)
H (1.07, -0.53, -1.29)
H (-0.77, 0.03, -2.03)
H (-1.28, -1.43, -1.31)
H (-2.19, 0.01, -0.99)
H (-1.14, -1.32, 0.55)

Values from the calculation:
HOMO, eV: -9.794
SMILES string: CC(C)(C)O
HOMO-LUMO gap, eV: 10.72

---

#y
This record from the Open Molecules 2025 dataset describes a 2-piece molecular cluster, C4H10O overall. The level of theory is ωB97M-V/def2-TZVPD.

Atoms and positions in Å:
C (-0.94, 0.35, 0.28)
C (0.17, 1.06, 0.14)
C (1.06, 1.65, 1.19)
C (-1.55, -0.41, -0.88)
H (-1.43, 0.25, 1.26)
H (0.43, 1.41, -0.86)
H (0.91, 2.73, 1.32)
H (2.10, 1.49, 0.92)
H (0.84, 1.25, 2.18)
H (-1.67, -1.46, -0.63)
H (-2.52, 0.03, -1.11)
H (-0.90, -0.32, -1.74)
H (1.90, -1.89, -0.78)
H (0.65, -1.49, -0.09)
O (0.98, -2.19, -0.66)

Values from the calculation:
HOMO, eV: -9.353
SMILES string: C/C=C/C.O
HOMO-LUMO gap, eV: 10.33

---

Result of the stability comparison: #y is the most stable of them.